DFT (ωB97M-V/def2-TZVPD) results for the molecule C2H3N5O.

Each line ends with the natural charge from an NBO analysis.
Positions of all 11 atoms, in Å:
H -0.7634 2.4312 -0.1855  0.3659
N -0.1246 1.6872 0.0937  -0.6469
C -0.7796 0.6122 0.0196  0.4489
N -2.1687 0.3510 -0.2376  -0.2446
N -2.3811 -0.8852 -0.0942  0.2031
O -1.2531 -1.5800 0.1889  -0.1602
N -0.2205 -0.6459 0.3936  -0.0549
N 0.8938 -1.0674 -0.3656  -0.2452
C 1.9743 -0.4694 -0.0205  -0.0683
H 2.8721 -0.7070 -0.5921  0.2031
H 1.9509 0.2733 0.7997  0.1993

Values from the calculation:
ΔE to the lowest compared entry with this formula, charge and spin ... 512.34 kJ/mol
LUMO energy ... -0.39 eV
SMILES ... [H]/N=c1\nnon1N=C

DFT (ωB97M-V/def2-TZVPD) results for C5H5AgFLiO4 as an isolated structure.

Each line ends with the Löwdin spin population.
Positions of all 17 atoms, in Å:
H -0.2443 -1.2412 1.7768  0.0358
O 1.4760 -0.4307 0.5940  0.0070
O 1.6026 -2.5311 0.1535  0.1088
O 1.0864 -1.0433 -1.5014  0.0346
C 0.8437 -1.0788 1.7313  0.0941
C 1.4761 -2.3962 1.5326  0.6467
C 1.5105 -1.3302 -0.4085  0.0245
H 1.3250 -3.3133 2.0922  0.0295
C -2.3399 2.1659 -1.1981  0.0000
C -1.2358 1.9999 -0.4010  0.0000
O -0.0652 1.7641 -0.9833  -0.0002
Li 1.5721 1.4432 -0.3613  0.0006
Ag -0.2925 0.3754 -2.7704  0.0004
F -2.3924 1.4215 -2.3670  0.0000
H -3.3169 2.5358 -0.8964  0.0000
H 0.5582 -0.0267 2.4011  0.0181
H -1.5635 1.6858 0.6058  0.0000

Values from the calculation:
Total charge ... +1
ΔE to the lowest compared entry with this formula, charge and spin ... 256.73 kJ/mol
LUMO energy (spin up / spin down) ... -4.12 / -4.23 eV
Spin multiplicity ... 2

DFT (ωB97M-V/def2-TZVPD) results for C3H3N3O2 as an isolated structure.

Each line ends with the natural charge from an NBO analysis.
Positions of all 11 atoms, in Å:
C 1.0059 -1.4693 -0.0592  0.1373
C -0.5303 -0.1200 0.1262  0.1790
C -1.9343 0.4560 0.1722  0.3976
H 1.8006 1.7214 0.1614  0.4840
H 1.5571 -2.3740 -0.1839  0.1950
H -2.0508 1.5114 0.5443  0.1396
N 0.6590 0.4466 -0.0839  0.1224
N 1.6768 -0.3606 -0.1952  -0.2909
N -0.3223 -1.3828 0.0693  -0.4289
O 0.9288 1.7462 -0.1695  -0.4918
O -2.7905 -0.1748 -0.3817  -0.4434

Values from the calculation:
ΔE to the lowest compared entry with this formula, charge and spin ... 415.83 kJ/mol
LUMO energy ... -0.05 eV

DFT (ωB97M-V/def2-TZVPD) results for C11H14N2O5V as an isolated structure.

Each line ends with the Löwdin spin population.
Positions of all 33 atoms, in Å:
V 0.1965 -0.3197 0.2598  1.8903
O -0.8931 0.8915 -1.0008  0.0220
C -1.3430 2.0772 -0.2648  0.0046
C -0.1771 2.6154 0.5377  0.0041
N 0.3315 1.5811 1.4691  -0.0043
C 1.7697 1.7698 1.7489  -0.0002
C 2.6135 1.1293 0.6436  0.0041
O 3.7960 1.2668 0.5849  0.0099
O 1.8584 0.4115 -0.1900  0.0156
C -0.4915 1.4521 2.6927  -0.0006
C -1.0722 0.0391 2.7811  0.0042
O -1.4762 -0.4328 3.7993  0.0077
O -1.0867 -0.5446 1.5832  0.0191
H -0.4346 1.1621 -1.8098  0.0029
H -2.1551 1.7228 0.3659  0.0000
H -1.7255 2.8006 -0.9804  0.0002
H -0.4799 3.5142 1.0828  0.0001
H 0.6305 2.8893 -0.1427  0.0002
H 2.0249 1.2699 2.6838  0.0002
H 2.0333 2.8234 1.8544  -0.0007
H -1.3276 2.1530 2.6739  -0.0002
H 0.0860 1.6629 3.5898  -0.0002
C 1.3610 -5.0071 -0.2863  0.0052
C 1.7046 -4.1019 -1.2811  -0.0006
C 1.3264 -2.7858 -1.1383  0.0092
N 0.6240 -2.3540 -0.0757  0.0026
C 0.2823 -3.2343 0.8835  0.0038
C 0.6435 -4.5648 0.8133  -0.0008
H 1.6510 -6.0458 -0.3693  0.0003
H 2.2652 -4.4080 -2.1522  -0.0001
H 1.6038 -2.0410 -1.8730  0.0012
H -0.3063 -2.8497 1.7057  0.0001
H 0.3562 -5.2376 1.6080  -0.0001

Values from the calculation:
Total charge ... +1
LUMO energy (spin up / spin down) ... -4.04 / -3.76 eV
Spin multiplicity ... 3

DFT (ωB97M-V/def2-TZVPD) results for a 2-piece molecular cluster, C9H20N3 overall.

Each line ends with the natural charge from an NBO analysis.
Positions of all 32 atoms, in Å:
C -1.5403 0.5031 -2.4377  -0.6607
C -1.1942 0.6821 -0.9966  0.1584
C 1.6826 -0.0786 -2.3268  0.3734
C 2.1860 0.0978 -3.6812  -0.7399
C -2.4329 -1.0338 1.5787  -0.6213
C 1.5564 0.8594 2.5124  -0.6377
C 0.4865 -1.5078 1.1647  -0.3930
C -1.3714 0.0681 1.8455  -0.1909
C 0.8934 0.8658 1.1645  -0.2223
N 1.2631 -0.2397 -1.2642  -0.4392
N -0.6667 -0.2954 -0.3568  -0.2642
N -0.1672 -0.1655 0.9340  -0.0925
H -1.7053 1.3887 -2.9074  0.2302
H -2.4913 -0.1198 -2.5099  0.2536
H -1.3003 1.7232 -0.6804  0.1790
H -0.6681 -0.0309 -2.7135  0.2366
H 1.8543 -0.6364 -4.4374  0.2766
H 3.1548 -0.2610 -3.4989  0.2701
H 2.0648 1.0682 -4.1509  0.2749
H -2.9515 -1.0225 2.5679  0.2444
H -2.9504 -0.6567 0.7218  0.2258
H -1.8050 -1.9242 1.3228  0.2243
H 0.8794 0.2762 3.2248  0.2162
H 2.5294 0.3306 2.4175  0.2307
H 1.7396 1.9315 2.8282  0.2574
H 1.6514 -1.4591 1.3885  0.2507
H 0.0029 -1.8208 2.1466  0.2151
H 0.2207 -2.0854 0.3820  0.2399
H -1.0341 0.0254 2.8666  0.2206
H -1.8207 0.9927 1.5360  0.2224
H 1.5616 0.7427 0.3782  0.2590
H 0.3725 1.7818 0.9815  0.2024

Values from the calculation:
Total charge ... +1
ΔE to the lowest compared entry with this formula, charge and spin ... 383.12 kJ/mol
LUMO energy ... -2.57 eV

DFT (ωB97M-V/def2-TZVPD) results for a 4-piece molecular cluster, H8O4 overall.

Each line ends with the natural charge from an NBO analysis.
Positions of all 12 atoms, in Å:
O 17.0010 22.5650 14.6540  -0.9639
H 16.1111 22.9033 14.7541  0.4892
H 17.1911 22.1388 15.4898  0.4919
O 16.3025 20.3188 12.6030  -0.9453
H 16.1631 19.6777 13.3001  0.4581
H 16.6344 21.0952 13.0538  0.4830
O 19.2640 22.9816 13.2363  -0.9600
H 18.5463 22.8805 13.8615  0.4827
H 19.3269 23.9260 13.0937  0.4597
O 17.8094 22.4079 17.6857  -0.9420
H 17.2617 21.6243 17.7330  0.4661
H 18.6554 22.1311 18.0377  0.4804

Values from the calculation:
ΔE to the lowest compared entry with this formula, charge and spin ... 84.63 kJ/mol
LUMO energy ... 0.13 eV
SMILES ... O.O.O.O

DFT (ωB97M-V/def2-TZVPD) results for C8H22ClFN2O2Pd as an isolated structure.

Each line ends with the Löwdin spin population.
Positions of all 37 atoms, in Å:
Pd -14.1478 10.3172 21.5085  1.5078
Cl -15.0867 10.6114 23.7991  0.1250
F -12.3148 11.3169 21.1729  0.1372
C -13.5441 6.8174 18.6316  0.0025
C -13.8200 7.6750 19.8557  0.0019
C -13.0189 7.3668 21.1362  0.0027
O -13.1959 8.3035 22.1928  0.0438
C -12.1704 8.4352 23.1625  0.0007
N -13.6051 9.0980 19.4582  0.0499
H -14.2752 6.9339 17.8334  0.0000
H -13.5452 5.7410 18.8612  0.0007
H -12.5387 6.9307 18.2164  0.0001
H -14.8636 7.5226 20.1402  0.0004
H -11.9367 7.2895 20.9828  0.0002
H -13.4212 6.4107 21.4875  0.0010
H -12.5887 8.9590 24.0191  0.0000
H -11.4093 9.1173 22.7676  -0.0003
H -11.7334 7.4777 23.4462  0.0008
H -12.5888 9.1837 19.4033  -0.0002
H -13.9034 9.1825 18.4918  0.0017
C -17.2830 13.1602 20.1133  0.0030
C -16.4934 11.9894 20.7214  0.0010
C -17.1576 10.6504 20.4565  0.0028
O -16.3327 9.6786 21.1070  0.0311
C -17.0336 8.4511 21.2536  0.0033
N -15.1282 11.9449 20.1723  0.0764
H -16.7064 14.0528 19.8827  0.0003
H -18.1417 13.4617 20.7197  0.0007
H -17.7668 12.8052 19.1945  0.0000
H -16.3959 12.1157 21.8008  -0.0003
H -17.1128 10.4060 19.3887  0.0002
H -18.1541 10.7003 20.8994  0.0006
H -17.9587 8.5695 21.8174  0.0004
H -16.3717 7.8126 21.8389  0.0004
H -17.2361 7.9504 20.3030  0.0003
H -15.0611 11.9673 19.1536  0.0038
H -14.7517 12.8822 20.3345  0.0003

Values from the calculation:
ΔE to the lowest compared entry with this formula, charge and spin ... 67.68 kJ/mol
LUMO energy (spin up / spin down) ... 0.32 / 0.07 eV
Spin multiplicity ... 3

no.,total energy (Eh)
1,-426.86248
2,-748.44214
3,-430.76260
4,-1857.15683
5,-518.78842
6,-305.74697
7,-1265.88237